No. 1
The following is a DFT calculation (ωB97M-V with the def2-TZVPD basis set) of a gas-phase ion, C11H14N3O (charge -1) in a non-equilibrium geometry.

Geometry (Å):
C 2.15782 1.40962 0.41576
C 1.02876 0.60139 0.93794
N 0.19391 0.67605 1.92618
C -0.83522 -0.30838 1.88020
C -2.06774 0.08731 1.15829
C -2.89346 -1.01845 0.72289
C -3.89937 -0.62249 -0.19185
N -4.01888 0.59220 -0.80890
C -3.20728 1.58713 -0.39755
C -2.16582 1.33017 0.53322
N -0.13368 -1.38215 0.85382
O -0.98802 -2.13634 0.22731
C 0.86965 -0.65577 0.10769
C 2.07840 -1.56951 -0.01305
C 0.35333 -0.22285 -1.29678
H 2.48479 2.20567 1.20228
H 1.84888 2.03898 -0.40624
H 3.01702 0.85937 0.24096
H -1.13817 -0.72085 2.82605
H -2.91117 -1.93229 1.16308
H -4.71778 -1.24832 -0.40776
H -3.36270 2.64049 -0.86036
H -1.57207 2.07892 0.94412
H 2.37543 -1.66865 -1.01582
H 1.88854 -2.65336 0.44200
H 2.96149 -1.24714 0.55622
H 0.06524 -1.07429 -1.88722
H 1.04386 0.36048 -1.87082
H -0.61055 0.21586 -1.30880

Output
relative energy (zero: lowest compared OMol25 entry of this formula, charge and spin) = 116.5 kJ/mol
Kohn-Sham gap (alpha / beta) = 5.2 / 5.2 eV
HOMO energy (alpha / beta) = -1.83 / -1.82 eV
largest force on an atom = 0.109 Eh/bohr
calculated total energy = -666.94032 Ha
net charge = -1
SMILES string = CC1=N[C@@H](c2ccncc2)N([O-])C1(C)C
molecular weight = 204.3 g mol⁻¹

***

No. 2
The following is a DFT calculation (ωB97M-V with the def2-TZVPD basis set) of C7H13N in the gas phase in a non-equilibrium geometry.

Geometry (Å):
C 2.21169 -0.78582 1.22483
C 0.93054 -1.16121 1.23105
C 0.41111 -1.54217 -0.02867
C -0.45672 -0.81174 -0.75095
C -0.79970 -1.27410 -2.07544
C -1.05831 0.41428 -0.11091
C -0.14774 1.64710 -0.01028
N -0.93687 2.83547 0.61417
H 2.87709 -0.81783 0.40177
H 2.71059 -0.64275 2.18753
H 0.27705 -1.13839 2.01202
H 0.88318 -2.41973 -0.38180
H -1.33226 -2.24794 -2.15941
H -1.51806 -0.59228 -2.56356
H 0.02431 -1.32469 -2.72270
H -1.97629 0.78211 -0.62152
H -1.66792 0.26517 0.89527
H 0.33682 1.80958 -1.07487
H 0.60434 1.28435 0.61639
H -0.77196 2.62433 1.63927
H -0.43408 3.65167 0.59466

Output
relative energy (zero: lowest compared OMol25 entry of this formula, charge and spin) = 283.8 kJ/mol
Kohn-Sham gap = 9.8 eV
HOMO energy = -8.72 eV
largest force on an atom = 0.090 Eh/bohr
calculated total energy = -329.16337 Ha
net charge = 0
SMILES string = C=C/C=C(/C)CCN
molecular weight = 111.2 g mol⁻¹

***

No. 3
The following is a DFT calculation (ωB97M-V with the def2-TZVPD basis set) of C4H6O2S in the gas phase in a non-equilibrium geometry.

Geometry (Å):
C 0.14377 -1.32937 0.15171
C -0.17038 0.08258 -0.83046
C 0.40909 -1.01816 1.57890
C -0.08449 1.45851 -0.30700
O 0.11466 -2.39713 -0.37693
O -0.97128 0.88147 -3.10210
S -0.65785 -0.33331 -2.34406
H -0.49078 -0.60325 2.02752
H 0.68456 -1.92798 2.10827
H 1.20342 -0.28373 1.66750
H -0.76443 2.08941 -0.88449
H 0.92489 1.86030 -0.43896
H -0.34120 1.52066 0.75010

Output
spin multiplicity = 3
relative energy (zero: lowest compared OMol25 entry of this formula, charge and spin) = 52.7 kJ/mol
Kohn-Sham gap (alpha / beta) = 7.6 / 7.3 eV
HOMO energy (alpha / beta) = -6.94 / -9.70 eV
largest force on an atom = 0.132 Eh/bohr
calculated total energy = -704.53841 Ha
net charge = 0
<S²> = 2.011
molecular weight = 118.2 g mol⁻¹

***

No. 4
The following is a DFT calculation (ωB97M-V with the def2-TZVPD basis set) of C3H8N2O in the gas phase in a non-equilibrium geometry.

Geometry (Å):
C 1.38220 1.14554 -0.07474
C 0.87530 -0.28064 0.40517
O 1.45719 -1.29094 -0.37475
C -0.57138 -0.57204 0.34768
N -1.40506 0.29290 -0.10286
N -2.78598 -0.11416 -0.03200
H 2.46261 1.23133 0.22499
H 1.30196 1.24076 -1.22507
H 0.86143 2.01533 0.37014
H 1.22311 -0.35011 1.39543
H 2.41903 -1.02348 -0.50385
H -0.95899 -1.66351 0.56671
H -2.82466 -1.05413 -0.36857
H -3.43675 0.42315 -0.62826

Output
relative energy (zero: lowest compared OMol25 entry of this formula, charge and spin) = 272.9 kJ/mol
Kohn-Sham gap = 10.1 eV
HOMO energy = -9.22 eV
largest force on an atom = 0.055 Eh/bohr
calculated total energy = -303.78819 Ha
net charge = 0
SMILES string = C[C@H](O)/C=N/N
molecular weight = 88.1 g mol⁻¹

***

No. 5
The following is a DFT calculation (ωB97M-V with the def2-TZVPD basis set) of a molecular structure, C4H7NO2 in a non-equilibrium geometry.

Geometry (Å):
C -0.29936 -0.06860 -0.51189
C -0.01617 -1.45603 0.00635
C 0.67070 1.08934 -0.20940
C 1.87545 0.94514 0.39977
O -0.97022 0.76750 0.41149
N -2.62713 0.39474 -0.12478
O -3.34804 0.00556 0.70046
H -0.74004 -0.00350 -1.51111
H 0.49025 1.97783 -0.80372
H -0.95139 -2.01119 0.09596
H 0.69094 -1.95417 -0.65537
H 0.42217 -1.42402 1.00153
H 2.14411 0.07036 0.96905
H 2.65873 1.66705 0.23165

Output
relative energy (zero: lowest compared OMol25 entry of this formula, charge and spin) = 654.4 kJ/mol
Kohn-Sham gap = 7.0 eV
HOMO energy = -7.79 eV
largest force on an atom = 0.113 Eh/bohr
calculated total energy = -361.63163 Ha
net charge = 0
molecular weight = 101.1 g mol⁻¹

***

No. 6
The following is a DFT calculation (ωB97M-V with the def2-TZVPD basis set) of 2 unconnected molecules or ions with the total composition C3H7ClOS in a non-equilibrium geometry.

Geometry (Å):
C 1.64595 -0.15362 -0.10016
C 0.20402 -0.69354 -0.30185
C -0.71726 0.23296 0.45024
O -0.82528 0.21175 1.75204
S -0.86996 1.80531 -0.40662
Cl -2.67516 -1.02932 -0.36885
H 1.72153 0.86695 -0.18118
H 2.18564 -0.65523 -0.86155
H 2.17696 -0.30267 0.77339
H 0.21782 -1.78453 0.10006
H -0.24279 -0.68862 -1.36700
H -1.43914 0.91738 2.07314
H -1.38233 1.27318 -1.56167

Output
relative energy (zero: lowest compared OMol25 entry of this formula, charge and spin) = 164.2 kJ/mol
Kohn-Sham gap = 8.8 eV
HOMO energy = -9.30 eV
largest force on an atom = 0.053 Eh/bohr
calculated total energy = -1052.06234 Ha
net charge = 0
molecular weight = 126.6 g mol⁻¹

***

No. 7
The following is a DFT calculation (ωB97M-V with the def2-TZVPD basis set) of a molecular structure, AlO8S2 in a non-equilibrium geometry.

Geometry (Å):
Al 1.61701 -0.92505 -0.59965
S -2.23228 -2.88568 -0.08130
O -0.94538 -2.26457 -0.28501
O -2.36041 -4.24333 -0.63175
O -2.39121 -3.23924 1.35451
O -3.32633 -2.00975 -0.51537
S 1.94809 3.09966 0.16874
O 0.63819 3.19118 0.76237
O 2.93452 3.83285 0.95549
O 2.29208 1.70667 -0.02478
O 1.82572 3.73727 -1.10325

Output
spin multiplicity = 2
relative energy (zero: lowest compared OMol25 entry of this formula, charge and spin) = 79.0 kJ/mol
Kohn-Sham gap (alpha / beta) = 7.1 / 2.8 eV
HOMO energy (alpha / beta) = -9.21 / -9.66 eV
largest force on an atom = 0.067 Eh/bohr
calculated total energy = -1640.44499 Ha
net charge = 0
<S²> = 1.790
molecular weight = 219.1 g mol⁻¹

***

No. 8
The following is a DFT calculation (ωB97M-V with the def2-TZVPD basis set) of 16 unconnected molecules or ions with the total composition C55H117N12O18 in a non-equilibrium geometry.

Geometry (Å):
C -20.51761 18.66744 20.30458
C -21.58334 18.90812 19.20949
C -22.13168 17.46204 18.69956
C -23.53802 17.55121 18.05433
C -24.61967 18.39154 18.58436
C -24.18077 19.14973 19.88719
N -22.75083 19.63239 19.84421
O -22.39112 20.82220 20.55354
C -24.38368 18.08006 20.96808
C -25.15700 20.30947 20.33857
C -20.93886 19.67597 18.07380
H -19.59642 18.31449 19.84099
H -20.79988 18.21459 21.25502
H -20.21382 19.61117 20.75755
H -22.00699 16.66663 19.43433
H -21.53656 17.13761 17.84593
H -23.91288 16.53810 18.19991
H -23.48053 17.67640 16.97307
H -25.55181 17.82664 18.57475
H -24.82661 19.17021 17.85023
H -25.38053 17.64348 20.90651
H -24.15778 18.47951 21.95677
H -23.80874 17.16960 20.79894
H -24.91231 21.17298 19.72004
H -25.05143 20.65040 21.36848
H -26.18527 19.98158 20.18610
H -21.15081 20.74204 18.15551
H -21.34755 19.27972 17.14426
H -19.85259 19.60459 18.01885
O -21.94170 19.33304 14.62375
C -21.60626 19.10522 13.48628
N -22.05040 18.04314 12.90350
C -20.57863 19.94068 12.70694
H -21.71888 17.67241 12.02443
H -22.78625 17.50889 13.34303
H -20.60586 20.94085 13.13939
H -20.97897 20.01367 11.69575
H -19.61200 19.45090 12.58927
O -15.73201 22.27641 20.33033
C -16.91584 22.26155 20.69331
N -17.35017 23.13662 21.58007
C -17.97549 21.36559 20.02626
H -18.30617 23.19397 21.90079
H -16.66307 23.73616 22.01428
H -18.24392 20.42535 20.50792
H -17.59934 21.14069 19.02825
H -18.84968 22.00360 19.89644
O -17.65339 18.57169 18.43534
C -17.97079 17.79903 17.53543
N -18.34352 16.54522 17.82252
C -17.64949 17.95872 16.02902
H -18.26609 16.40168 18.81927
H -18.15848 15.73525 17.24824
H -16.82887 17.34447 15.65837
H -17.35868 19.00786 15.97579
H -18.58427 17.70085 15.53125
O -27.92510 17.38000 20.54974
C -28.67718 17.41258 21.55028
N -29.72377 18.29112 21.55574
C -28.39420 16.46657 22.73000
H -29.88861 18.85488 22.37738
H -29.99250 18.74666 20.69529
H -29.29276 16.11604 23.23777
H -27.87148 16.94982 23.55543
H -27.79573 15.58435 22.50281
O -20.66578 13.29127 20.14556
C -21.23486 13.26511 21.25652
N -21.76194 12.13841 21.78861
C -21.49460 14.56001 22.08190
H -22.06369 12.15422 22.75235
H -21.87356 11.27318 21.27967
H -21.06079 14.35484 23.06058
H -22.56917 14.68000 21.94403
H -20.83504 15.18601 21.48091
O -20.39940 23.03204 21.36778
C -21.05678 23.96759 21.10178
N -22.04992 23.79045 20.20939
C -20.88919 25.29571 21.80115
H -22.34865 24.62644 19.72775
H -22.13980 22.87393 19.79463
H -20.70942 26.07044 21.05578
H -20.18636 25.38150 22.62987
H -21.80768 25.52916 22.33965
O -23.18292 22.56411 17.79100
C -23.82459 22.22418 16.85406
N -25.10977 21.90174 17.07078
C -23.12073 22.15111 15.50909
H -25.78352 21.79030 16.32664
H -25.56837 22.24075 17.90436
H -22.09682 22.52116 15.45644
H -23.69438 22.91499 14.98421
H -23.26318 21.20842 14.98074
O -28.00124 13.32047 16.25459
C -27.81187 13.86760 17.28463
N -28.26633 13.29008 18.38489
C -27.15002 15.26458 17.35369
H -28.86989 12.49094 18.51599
H -28.15954 13.63911 19.32663
H -27.57701 15.76170 18.22469
H -27.35980 15.79663 16.42578
H -26.07031 15.17395 17.47253
O -17.61776 15.55907 21.75156
C -16.86532 16.49182 21.69250
N -15.83223 16.33927 20.92434
C -17.05798 17.78337 22.42113
H -15.81425 15.39288 20.57205
H -15.27594 17.12364 20.61546
H -16.93236 17.63125 23.49313
H -18.04661 18.16925 22.17254
H -16.19877 18.35691 22.07340
C -24.64420 13.63229 20.53805
C -25.19159 14.10946 21.87650
N -24.88998 13.26883 23.03616
C -25.37251 11.89121 22.95170
C -26.89372 11.71698 23.12837
C -25.13681 14.00273 24.30186
C -24.63544 13.21263 25.57595
H -23.65264 14.02881 20.31974
H -25.32003 14.15824 19.86371
H -24.63465 12.54368 20.48379
H -25.07433 15.16375 22.12714
H -26.26849 14.08667 21.70955
H -25.02311 11.57639 21.96838
H -24.87669 11.28792 23.71216
H -27.35098 12.13942 22.23363
H -27.20396 10.68838 22.94440
H -27.22831 12.33499 23.96156
H -26.17622 14.31621 24.39918
H -24.42143 14.82486 24.32257
H -23.63843 12.79020 25.45098
H -25.26609 12.37866 25.88395
H -24.58901 13.87531 26.44013
C -20.16807 19.07971 24.07412
C -21.18132 18.97541 25.28675
N -22.59043 19.17261 25.08270
C -23.47069 18.81672 26.22896
C -23.22288 19.59362 27.46468
C -22.84207 20.52748 24.50060
C -24.19927 20.60826 23.96441
H -20.18880 20.10831 23.71406
H -20.39824 18.48051 23.19317
H -19.11175 18.87992 24.25405
H -21.22462 17.92622 25.57900
H -20.84167 19.60866 26.10634
H -24.49619 18.93380 25.87859
H -23.46046 17.80547 26.63562
H -22.91167 20.59532 27.16831
H -24.22472 19.84492 27.81290
H -22.44193 19.27687 28.15597
H -22.05969 20.78511 23.78672
H -22.69571 21.37507 25.17013
H -24.44422 19.65947 23.48702
H -24.29581 21.44835 23.27665
H -25.04911 20.71735 24.63817
O -24.54118 26.92897 21.33899
C -24.94288 25.85583 21.84744
O -25.14536 25.69480 23.13357
C -25.47561 24.24065 23.41706
C -25.27853 23.61765 22.05128
C -25.32341 24.69340 21.13762
H -26.46851 24.31328 23.86087
H -24.83123 23.91906 24.23526
H -26.07244 22.88931 21.88599
H -24.31096 23.11863 21.99756
H -26.34405 24.97217 20.87553
H -24.99480 24.58005 20.10454
O -18.15743 21.59901 15.46818
C -18.28712 22.63722 16.09096
O -17.23646 23.27727 16.52864
C -17.53207 24.43225 17.23525
C -18.87947 24.73183 16.77723
C -19.57272 23.39818 16.54885
H -16.94271 25.33337 17.06571
H -17.44494 24.34751 18.31846
H -18.85407 25.40926 15.92369
H -19.39163 25.30809 17.54775
H -20.33618 23.43473 15.77175
H -20.08479 22.96201 17.40655
O -23.97327 15.14333 16.00818
C -23.36416 14.10365 16.03285
O -23.02421 13.46020 17.18856
C -22.37885 12.21590 16.88634
C -21.73247 12.59129 15.56898
C -22.82102 13.39264 14.86464
H -23.00879 11.33814 16.74208
H -21.61134 11.92749 17.60457
H -21.28468 11.74915 15.04137
H -20.90638 13.26829 15.78656
H -23.57539 12.84073 14.30390
H -22.30885 14.09922 14.21155
O -27.10192 22.46561 19.19566
C -28.30405 22.50163 19.57075
O -28.79733 21.54493 20.30338
C -30.24097 21.58207 20.46073
C -30.63588 22.59454 19.34500
C -29.43653 23.44194 19.12008
H -30.49329 22.04756 21.41350
H -30.70159 20.59426 20.44868
H -31.53571 23.20113 19.44723
H -30.87656 22.11386 18.39678
H -29.42760 24.29555 19.79785
H -29.41035 23.64000 18.04854

Output
spin multiplicity = 2
Kohn-Sham gap (alpha / beta) = 4.2 / 2.9 eV
HOMO energy (alpha / beta) = -11.66 / -11.66 eV
largest force on an atom = 0.185 Eh/bohr
calculated total energy = -4176.54039 Ha
net charge = +2
<S²> = 0.754
molecular weight = 1234.6 g mol⁻¹